{"formula": "C30H50BIrN3O3P2S", "method": "ωB97M-V with the def2-TZVPD basis set", "total_charge": 1, "de_lowest_kcal_mol": 0.0, "homo_lumo_gap_ha": [0.142, 0.144], "species": ["Ir", "C", "C", "C", "C", "P", "C", "N", "B", "N", "C", "P", "C", "C", "C", "C", "C", "C", "C", "C", "C", "C", "C", "C", "C", "C", "C", "C", "C", "C", "H", "H", "H", "H", "H", "H", "H", "H", "H", "H", "H", "H", "H", "H", "H", "H", "H", "H", "H", "H", "H", "H", "H", "H", "H", "H", "H", "H", "H", "H", "H", "H", "H", "H", "H", "H", "H", "H", "H", "H", "H", "H", "H", "H", "N", "C", "C", "C", "C", "C", "C", "S", "O", "O", "O", "H", "H", "H", "H", "H", "H"], "coordinates": [[0.11926, 0.28535, 0.34244], [-0.92911, 4.28788, -0.76134], [-0.96423, 3.15945, -1.80315], [-0.95748, 3.73946, -3.21540], [-2.24999, 2.33735, -1.59313], [0.43788, 1.98854, -1.43268], [0.43569, 0.86704, -2.92686], [-0.40827, -0.24436, -2.57845], [-0.32894, -0.85240, -1.28340], [-1.40492, -1.79309, -1.23793], [-1.76824, -2.55757, -0.07888], [-0.98246, -1.76761, 1.41459], [0.38173, -2.96788, 1.87317], [1.25361, -3.15731, 0.62232], [-0.12195, -4.33105, 2.35075], [1.25115, -2.32497, 2.96703], [-2.39360, -1.79142, 2.62885], [-3.28010, -0.60647, 2.19833], [-1.84926, -1.51048, 4.03641], [-3.22634, -3.07250, 2.63281], [-2.13013, -1.69509, -2.40330], [-3.31965, -2.31485, -2.79125], [-3.88024, -1.93515, -3.98958], [-3.26309, -0.97729, -4.82014], [-2.07259, -0.38309, -4.46757], [-1.50804, -0.73054, -3.23742], [2.14407, 2.75851, -1.43684], [2.32093, 3.50802, -0.10412], [3.14965, 1.59215, -1.47204], [2.39400, 3.70121, -2.61225], [-1.87812, 4.82862, -0.78375], [-0.13458, 5.00387, -0.97057], [-0.78726, 3.89699, 0.25018], [-1.75994, 4.47856, -3.27748], [-1.16057, 2.98384, -3.97516], [-0.02498, 4.24116, -3.46323], [-3.11730, 2.99660, -1.68056], [-2.27072, 1.87398, -0.60245], [-2.35890, 1.54946, -2.34068], [1.45840, 0.53285, -3.08340], [0.09376, 1.35498, -3.83472], [-1.45016, -3.59888, -0.15236], [-2.85135, -2.55391, 0.02646], [0.72023, -3.66099, -0.18850], [2.11500, -3.77400, 0.88564], [1.62570, -2.20325, 0.24332], [-0.81382, -4.79330, 1.64215], [-0.60448, -4.27020, 3.32611], [0.73475, -5.00074, 2.45565], [1.53233, -1.30528, 2.71182], [2.17310, -2.89920, 3.08173], [0.75221, -2.30420, 3.93545], [-2.72385, 0.33483, 2.21511], [-4.12492, -0.51485, 2.88455], [-3.68300, -0.74087, 1.19025], [-1.13820, -0.67962, 4.04422], [-1.35437, -2.38290, 4.46194], [-2.67835, -1.24592, 4.69660], [-3.71295, -3.26092, 1.67587], [-4.01703, -2.95328, 3.37757], [-2.64721, -3.95229, 2.90245], [-3.78353, -3.07856, -2.17947], [-4.80990, -2.38795, -4.30849], [-3.73151, -0.71191, -5.75831], [-1.59723, 0.33329, -5.12596], [2.07744, 2.87412, 0.74202], [1.70618, 4.40646, -0.05210], [3.36524, 3.80991, 0.01033], [2.83807, 0.76094, -0.83740], [4.11424, 1.94557, -1.10156], [3.30354, 1.21735, -2.48586], [1.81211, 4.61948, -2.52727], [2.17651, 3.22906, -3.57397], [3.44906, 3.98280, -2.60919], [0.00310, 1.46807, 2.27173], [1.42753, 1.58650, 2.43175], [2.05857, 2.51387, 3.23671], [3.44763, 2.56038, 3.22990], [4.16890, 1.65373, 2.44814], [3.53902, 0.70873, 1.65351], [2.15821, 0.70029, 1.65287], [5.96768, 1.83244, 2.27903], [6.40301, 2.26359, 3.58745], [6.40372, 0.51687, 1.85660], [5.99967, 2.85150, 1.23997], [-0.42386, 0.88385, 2.98162], [-0.47368, 2.36184, 2.31956], [1.47941, 3.20645, 3.84012], [3.99240, 3.28646, 3.82135], [4.13839, 0.01836, 1.07054], [1.62205, -0.03346, 0.97555]], "atomic_forces_ev_per_a": [[-2.707, 0.188, -0.498], [0.008, 0.005, -0.096], [-0.249, -0.198, 0.731], [0.051, -0.008, -0.034], [0.014, 0.020, -0.115], [1.193, -1.080, -0.119], [0.017, 0.316, -0.008], [-0.118, -0.157, -0.326], [0.359, 1.085, 0.548], [-0.185, -0.190, -0.132], [-0.220, -0.007, 0.230], [1.099, -0.441, -0.853], [0.063, 0.069, 0.199], [-0.077, 0.031, -0.025], [-0.004, -0.012, -0.053], [-0.117, -0.077, 0.040], [0.133, 0.771, 0.095], [-0.008, -0.059, -0.014], [-0.082, -0.071, -0.025], [0.041, -0.064, -0.022], [0.143, -0.004, -0.089], [-0.022, -0.068, 0.038], [0.016, 0.027, -0.087], [-0.015, -0.080, 0.067], [-0.002, 0.065, -0.043], [0.111, -0.171, -0.016], [-0.121, 0.049, 0.398], [0.045, 0.183, -0.192], [-0.038, 0.032, -0.199], [-0.041, -0.044, -0.025], [0.019, -0.021, -0.015], [-0.009, -0.022, 0.037], [-0.011, 0.044, -0.007], [0.007, -0.011, 0.004], [-0.012, 0.026, 0.031], [-0.052, 0.007, -0.006], [0.026, -0.014, 0.014], [-0.062, 0.032, 0.067], [-0.013, 0.028, 0.022], [0.007, -0.051, -0.102], [-0.005, 0.092, 0.008], [-0.027, -0.046, -0.069], [-0.035, 0.018, 0.074], [0.053, 0.027, 0.026], [-0.039, -0.010, 0.015], [0.040, -0.107, 0.002], [0.036, -0.019, 0.043], [0.006, -0.005, -0.030], [-0.021, 0.012, -0.001], [0.067, -0.067, 0.072], [-0.035, -0.002, 0.003], [0.025, -0.035, -0.022], [-0.048, -0.002, 0.019], [0.012, -0.010, -0.028], [0.004, 0.014, 0.030], [-0.025, -0.042, 0.082], [0.012, 0.042, -0.012], [0.021, -0.002, -0.019], [-0.022, 0.006, 0.062], [0.011, -0.003, -0.013], [-0.038, 0.030, 0.013], [-0.002, 0.057, 0.016], [0.039, 0.003, -0.007], [0.006, -0.026, 0.009], [0.002, -0.003, 0.041], [0.069, 0.149, -0.133], [0.020, 0.005, -0.022], [0.005, -0.033, -0.043], [0.064, 0.035, -0.154], [0.002, 0.015, 0.035], [0.005, 0.022, 0.034], [0.027, -0.010, -0.005], [0.037, 0.035, 0.003], [-0.010, -0.017, 0.000], [-0.408, 0.273, -0.162], [0.131, -0.257, 0.462], [0.150, 0.043, 0.200], [-0.086, -0.309, -0.202], [0.077, 0.204, 0.128], [-0.082, -0.276, -0.364], [-0.350, 1.412, 0.717], [0.170, -0.019, 0.042], [-0.114, -0.023, -0.131], [-0.129, 0.071, 0.010], [-0.092, -0.030, -0.022], [0.123, -0.028, 0.089], [0.107, 0.108, -0.090], [0.007, -0.051, -0.051], [0.010, -0.044, -0.040], [0.035, 0.103, 0.019], [1.008, -1.430, -0.056]], "mulliken_charge": [2.57, -1.64, 2.11, -1.63, -1.64, -0.65, -1.33, 0.36, -0.09, 0.59, -1.67, 0.59, 1.82, -1.64, -1.84, -1.86, 1.65, -1.61, -1.78, -1.57, 0.63, -0.93, -0.71, -0.79, -0.58, 0.47, 2.62, -1.93, -1.61, -1.97, 0.52, 0.34, 0.19, 0.51, 0.34, 0.26, 0.62, 0.25, 0.27, 0.22, 0.27, 0.23, 0.63, 0.26, 0.69, 0.14, 0.32, 0.36, 0.52, 0.55, 0.53, 0.27, 0.20, 0.58, 0.28, 0.29, 0.30, 0.54, 0.32, 0.51, 0.31, 0.52, 0.43, 0.42, 0.48, 0.74, 0.39, 0.64, 0.06, 0.56, 0.45, 0.37, 0.35, 0.52, -0.67, -0.36, -0.84, -0.87, -0.51, -1.47, 0.40, 1.29, -0.67, -0.69, -0.63, -0.06, 0.36, 0.53, 0.49, 0.71, 0.48]}


{"formula": "C30H50BrIrN4O10P2S3", "method": "ωB97M-V with the def2-TZVPD basis set", "s2": 0.755, "total_charge": 1, "de_lowest_kcal_mol": 10.8, "spin_multiplicity": 2, "homo_lumo_gap_ha": [0.281, 0.218], "species": ["Ir", "O", "C", "C", "C", "C", "C", "C", "C", "O", "N", "O", "O", "H", "H", "H", "H", "C", "C", "C", "C", "C", "Br", "N", "C", "H", "H", "H", "H", "H", "H", "C", "N", "C", "S", "N", "C", "H", "H", "H", "H", "H", "H", "H", "H", "C", "C", "C", "O", "P", "S", "S", "O", "C", "C", "C", "H", "H", "H", "H", "H", "H", "H", "H", "H", "H", "H", "H", "H", "H", "C", "C", "C", "C", "O", "P", "O", "O", "O", "C", "C", "C", "C", "H", "H", "H", "H", "H", "H", "H", "H", "H", "H", "H", "H", "H", "H", "H", "H", "H", "H"], "coordinates": [[-0.03431, -0.32761, 0.78402], [-0.56116, -0.52045, 2.84714], [-0.62522, 0.43592, 3.64386], [-0.00001, 1.70899, 3.53032], [-0.20671, 2.65113, 4.55685], [0.31182, 3.90258, 4.42922], [1.00683, 4.29258, 3.26732], [1.23106, 3.39176, 2.26427], [0.79537, 2.05045, 2.39445], [1.16540, 1.16981, 1.53415], [0.12919, 4.86865, 5.51751], [-0.40638, 4.47510, 6.53366], [0.52710, 5.99934, 5.32989], [-1.27115, 0.29168, 4.51927], [-0.76726, 2.38645, 5.44487], [1.35629, 5.31326, 3.19558], [1.74711, 3.65774, 1.35097], [4.24206, -1.17974, 3.98344], [3.53836, -1.71058, 2.76614], [4.10327, -2.66278, 1.93042], [3.42246, -3.08861, 0.80619], [2.19274, -2.52476, 0.51958], [1.37905, -3.00039, -1.10285], [1.61225, -1.62073, 1.32309], [2.28295, -1.24442, 2.42544], [5.11508, -1.78407, 4.22089], [3.58017, -1.16965, 4.84924], [4.57608, -0.15527, 3.81162], [5.08130, -3.07153, 2.15410], [3.84001, -3.82632, 0.13783], [1.77978, -0.53427, 3.05890], [-2.91771, 0.55814, -3.01728], [-2.74917, 0.49623, -1.57649], [-2.30313, 1.48818, -0.84276], [-1.92843, 1.23429, 0.86340], [-2.17823, 2.70157, -1.35068], [-1.73805, 3.89055, -0.61339], [-3.23362, -0.42261, -3.36076], [-1.96900, 0.81042, -3.49026], [-3.67919, 1.29174, -3.29336], [-2.92195, -0.39103, -1.12929], [-2.09657, 2.74955, -2.35765], [-2.26692, 3.95029, 0.33402], [-1.99092, 4.76062, -1.21457], [-0.66264, 3.85877, -0.44554], [-3.44137, -3.88045, -1.72932], [-4.62860, -3.09618, -1.21282], [-5.68909, -3.97299, -0.57661], [-4.22223, -2.02910, -0.27956], [-3.30810, -2.08256, 1.01674], [-3.89552, -0.46139, 2.05000], [-1.36868, -2.29512, 0.47998], [-3.78392, -3.40799, 1.70753], [-3.25021, -4.11348, 2.88671], [-2.16418, -5.07806, 2.45566], [-2.78934, -3.15837, 3.96645], [-3.79329, -4.61448, -2.45508], [-2.94745, -4.41225, -0.91500], [-2.70777, -3.23471, -2.21238], [-5.07671, -2.51854, -2.02057], [-5.24370, -4.72142, 0.07641], [-6.24925, -4.48001, -1.36255], [-6.38439, -3.36917, 0.00529], [-4.12040, -4.66900, 3.23071], [-1.22334, -4.55704, 2.28236], [-2.44854, -5.60398, 1.54407], [-2.01629, -5.81660, 3.24417], [-1.96470, -2.53935, 3.60811], [-2.43672, -3.74515, 4.81536], [-3.59950, -2.51205, 4.30193], [4.52684, -0.44065, -2.63432], [3.76027, 0.64545, -1.89941], [3.74685, 0.35989, -0.40725], [4.36077, 2.01692, -2.17252], [2.40835, 0.57619, -2.45635], [1.09322, 1.23026, -1.85736], [1.34523, 2.45769, -1.07882], [0.21376, 0.14162, -1.18123], [0.21801, 1.46354, -3.17876], [0.63395, 2.14022, -4.40904], [1.33415, 1.13727, -5.31467], [-0.66127, 2.60807, -5.05453], [1.52069, 3.33920, -4.10619], [5.54811, -0.49099, -2.25540], [4.56209, -0.23549, -3.70494], [4.04461, -1.40779, -2.48169], [4.76061, 0.44376, -0.01309], [3.39401, -0.65592, -0.24188], [3.10153, 1.05923, 0.12478], [5.36284, 2.06533, -1.74593], [3.74427, 2.79383, -1.72066], [4.43328, 2.19724, -3.24620], [0.64891, 0.33402, -5.59171], [2.18990, 0.69778, -4.80832], [1.67612, 1.63332, -6.22337], [-1.35958, 1.77850, -5.17196], [-0.45240, 3.01329, -6.04444], [-1.13403, 3.39955, -4.46532], [2.45100, 3.02823, -3.63770], [1.01805, 4.02908, -3.42725], [1.75516, 3.85980, -5.03481]], "atomic_forces_ev_per_a": [[-1.438, 0.434, 3.142], [-0.144, -0.276, -0.554], [0.071, 0.208, 0.137], [-0.164, 0.003, -0.119], [-0.136, -0.088, 0.048], [0.060, 0.019, -0.065], [-0.032, -0.001, 0.057], [0.161, 0.018, -0.005], [-0.031, -0.240, 0.127], [0.183, 0.311, -0.949], [-0.030, 0.012, -0.031], [-0.020, -0.011, 0.005], [0.018, 0.014, -0.001], [0.207, -0.162, 0.097], [-0.004, 0.026, -0.013], [-0.009, -0.002, -0.021], [0.050, -0.026, 0.020], [-0.051, 0.010, -0.053], [-0.041, -0.067, 0.108], [0.060, -0.078, -0.041], [-0.011, -0.062, 0.127], [-0.133, -0.012, 0.059], [0.085, 0.031, -0.023], [0.175, 0.454, -1.100], [-0.100, -0.125, 0.054], [-0.007, 0.003, 0.027], [0.011, -0.015, 0.006], [0.014, -0.003, 0.004], [-0.008, 0.002, -0.005], [-0.006, 0.015, -0.016], [0.063, 0.096, -0.038], [-0.064, 0.081, -0.040], [0.024, -0.136, -0.061], [-0.299, 0.049, 0.212], [0.365, -0.716, -0.397], [0.363, 0.030, -0.086], [0.101, -0.116, -0.048], [-0.023, 0.017, -0.009], [-0.014, -0.078, 0.082], [-0.025, -0.017, 0.021], [0.190, -0.048, 0.119], [-0.138, 0.039, -0.022], [-0.005, 0.018, -0.023], [-0.016, -0.024, 0.010], [0.088, -0.043, 0.001], [-0.004, 0.065, 0.003], [0.054, -0.078, 0.130], [-0.007, 0.060, 0.020], [0.066, 0.039, -0.057], [-0.096, -0.001, -0.378], [0.380, 0.284, -0.108], [0.058, 0.292, -0.310], [0.009, -0.040, 0.162], [0.129, 0.004, 0.005], [-0.019, 0.005, -0.035], [-0.046, 0.023, -0.050], [-0.012, 0.004, 0.002], [0.002, -0.039, -0.033], [0.007, -0.017, 0.010], [0.002, 0.029, -0.001], [-0.017, 0.001, 0.003], [0.020, -0.031, 0.004], [-0.026, -0.007, -0.037], [-0.053, 0.005, -0.039], [-0.006, -0.011, -0.023], [-0.019, -0.023, 0.030], [0.018, 0.005, 0.002], [0.022, -0.009, 0.022], [-0.013, 0.005, 0.009], [0.003, -0.009, 0.017], [-0.068, -0.015, -0.031], [0.184, 0.097, 0.050], [-0.144, 0.020, -0.032], [-0.158, 0.000, -0.052], [0.127, -0.193, 0.110], [-0.386, 0.039, 0.138], [-0.071, 0.147, 0.028], [0.556, -0.293, -0.237], [-0.076, -0.031, -0.117], [0.067, 0.117, 0.006], [-0.036, -0.087, 0.087], [-0.029, 0.011, 0.009], [-0.027, -0.068, 0.102], [0.016, 0.000, -0.022], [-0.002, -0.003, 0.010], [0.015, -0.004, -0.001], [0.008, -0.022, -0.003], [0.057, 0.077, 0.027], [0.031, 0.014, 0.001], [0.019, 0.005, -0.025], [0.034, 0.001, 0.029], [0.042, -0.007, 0.008], [0.010, 0.004, -0.004], [0.028, 0.022, -0.021], [-0.028, 0.004, -0.012], [0.044, 0.034, -0.081], [-0.012, 0.026, 0.002], [0.007, -0.034, 0.011], [0.000, 0.044, -0.045], [0.013, -0.001, -0.013], [-0.011, 0.002, -0.014]], "mulliken_charge": [3.15, -0.57, -0.84, 1.52, -0.47, -0.83, -0.61, -0.99, -0.50, -0.13, 1.02, -0.61, -0.62, 0.27, 0.62, 0.55, 0.59, -1.55, 0.46, -0.63, -0.41, -0.33, -0.03, -0.08, 0.24, 0.41, 0.37, 0.30, 0.41, 0.53, 0.09, -1.06, 0.49, 0.61, -0.56, -0.02, -0.90, 0.31, 0.13, 0.41, -0.46, 0.12, 0.38, 0.35, 0.29, -1.00, 0.60, -1.43, -0.41, 0.43, -0.27, -0.27, -0.21, 0.46, -1.12, -1.19, 0.50, 0.08, 0.21, 0.32, 0.22, 0.49, 0.35, 0.33, 0.14, 0.28, 0.48, 0.07, 0.52, 0.35, -1.88, 2.02, -1.22, -2.04, 0.08, 0.65, -0.68, -0.66, 0.10, 1.71, -1.43, -1.82, -1.31, 0.38, 0.49, 0.33, 0.73, 0.12, -0.10, 0.53, 0.29, 0.42, 0.36, 0.04, 0.45, 0.39, 0.50, 0.31, 0.11, 0.22, 0.55]}


What did we get for largest force on an atom? Answer: 0.0536; 0.0677 Eh/bohr, in the order shown.
What did we get for electronic energy? Answer: -2772.992872; -6700.182983 Ha, in the order shown.